Entry from the OMol25 dataset: a cluster of 10 separate species, C40H52N8O16 in total in a non-equilibrium geometry (ωB97M-V/def2-TZVPD).

Last column: Mulliken charge in e.
Geometry (Å):
O1 -8.74 -1.25 2.44  -0.54
C1 -8.05 -1.70 3.56  0.60
C2 -8.75 -2.27 4.65  -0.51
C3 -8.11 -2.61 5.80  -0.48
C4 -6.71 -2.68 5.72  0.59
O2 -6.08 -3.25 6.78  -0.54
C5 -5.97 -2.01 4.72  -0.62
C6 -6.62 -1.52 3.57  -0.42
H1 -8.20 -1.12 1.66  0.30
H2 -9.80 -2.51 4.57  0.37
H3 -8.70 -3.15 6.53  0.25
H4 -6.58 -3.67 7.49  0.31
H5 -4.90 -1.93 4.70  0.37
H6 -5.98 -1.02 2.86  0.32
O3 3.51 4.31 1.32  -0.53
C7 2.79 3.19 1.49  0.78
C8 3.39 2.23 2.26  -0.63
C9 2.63 1.04 2.34  -0.37
C10 1.33 1.01 1.82  0.48
O4 0.65 -0.20 1.70  -0.60
C11 0.78 2.02 1.20  -0.54
C12 1.53 3.14 1.00  -0.62
H7 2.93 5.04 1.10  0.30
H8 4.40 2.13 2.62  0.39
H9 2.84 0.18 2.95  0.36
H10 0.05 -0.39 0.97  0.31
H11 -0.24 1.92 0.85  0.35
H12 1.07 3.88 0.36  0.32
O5 10.49 1.42 9.84  -0.51
C13 11.27 1.77 8.74  0.32
C14 12.52 2.29 9.07  -0.18
C15 13.40 2.85 8.18  -0.51
C16 12.99 2.89 6.80  0.58
O6 13.83 3.63 5.94  -0.52
C17 11.65 2.46 6.41  -0.68
C18 10.84 1.82 7.39  -0.45
H13 9.57 1.49 9.59  0.30
H14 12.84 2.46 10.08  0.30
H15 14.30 3.27 8.62  0.37
H16 13.26 4.02 5.28  0.31
H17 11.44 2.39 5.36  0.35
H18 9.88 1.33 7.32  0.31
O7 -9.22 -11.20 0.87  -0.50
C19 -8.23 -10.26 0.91  0.80
C20 -7.13 -10.39 1.73  -0.53
C21 -6.13 -9.42 1.67  -0.45
C22 -6.15 -8.44 0.67  0.52
O8 -5.07 -7.48 0.70  -0.53
C23 -7.23 -8.33 -0.18  -0.55
C24 -8.34 -9.18 -0.01  -0.63
H19 -9.77 -10.95 0.12  0.28
H20 -7.10 -11.32 2.28  0.37
H21 -5.31 -9.44 2.37  0.38
H22 -5.48 -6.68 0.37  0.29
H23 -7.19 -7.50 -0.87  0.34
H24 -9.11 -9.30 -0.75  0.21
O9 5.05 -2.43 -9.16  -0.54
C25 4.66 -2.52 -7.87  0.26
C26 4.39 -1.40 -7.08  -0.54
C27 3.97 -1.53 -5.79  -0.33
C28 3.87 -2.77 -5.19  0.60
O10 3.73 -2.87 -3.87  -0.52
C29 4.15 -3.94 -5.96  -0.54
C30 4.62 -3.80 -7.32  -0.38
H25 5.94 -2.78 -9.19  0.33
H26 4.50 -0.46 -7.59  0.38
H27 3.87 -0.62 -5.21  0.27
H28 3.53 -2.10 -3.34  0.30
H29 4.02 -4.93 -5.54  0.39
H30 4.87 -4.79 -7.69  0.33
O11 -5.93 7.50 -4.95  -0.54
C31 -6.44 6.22 -4.64  -0.30
C32 -5.88 5.51 -3.58  0.04
C33 -6.24 4.27 -3.23  -0.75
C34 -7.24 3.68 -4.01  1.00
O12 -7.72 2.44 -3.72  -0.52
C35 -7.93 4.38 -5.03  -0.67
C36 -7.53 5.63 -5.31  -0.31
H31 -6.39 8.18 -4.45  0.32
H32 -5.07 5.99 -3.05  0.37
H33 -5.62 3.80 -2.48  0.37
H34 -8.61 2.33 -4.06  0.29
H35 -8.68 3.79 -5.55  0.32
H36 -8.00 6.16 -6.13  0.38
N1 -1.24 -9.13 -2.46  -0.39
C37 -0.02 -8.94 -2.13  0.66
N2 0.21 -7.76 -1.65  -0.37
O13 0.83 -9.75 -2.38  -0.66
H37 -1.43 -10.08 -2.76  0.23
H38 -1.95 -8.47 -2.17  0.17
H39 1.10 -7.27 -1.61  0.20
H40 -0.57 -7.34 -1.16  0.16
N3 -2.32 -2.92 -5.08  -0.33
C38 -3.28 -2.39 -4.45  0.61
N4 -3.99 -1.70 -5.27  -0.39
O14 -3.59 -2.62 -3.27  -0.69
H41 -1.89 -3.78 -4.76  0.24
H42 -2.39 -2.71 -6.06  0.17
H43 -4.79 -1.25 -4.85  0.21
H44 -3.67 -1.41 -6.19  0.17
N5 -0.66 10.88 -0.05  -0.35
C39 0.34 10.78 -0.86  0.65
N6 0.20 11.65 -1.81  -0.39
O15 1.23 10.00 -0.72  -0.63
H45 -1.41 11.50 -0.30  0.14
H46 -0.73 10.52 0.89  0.20
H47 1.01 11.81 -2.38  0.22
H48 -0.55 12.33 -1.85  0.17
N7 9.11 6.69 1.27  -0.35
C40 9.79 7.77 1.25  0.65
N8 9.12 8.82 0.89  -0.38
O16 10.97 7.88 1.30  -0.65
H49 9.56 5.89 1.70  0.22
H50 8.12 6.74 1.08  0.16
H51 9.55 9.70 0.64  0.22
H52 8.16 8.63 0.65  0.13

- SMILES: Oc1ccc(O)cc1.Oc1ccc(O)cc1.Oc1ccc(O)cc1.Oc1ccc(O)cc1.Oc1ccc(O)cc1.Oc1ccc(O)cc1.NC(N)=O.NC(N)=O.NC(N)=O.NC(N)=O
- LUMO energy: 0.01 eV
- HOMO level: -7.8 eV
- Orbital gap: 0.289 Eh

---

Entry from the OMol25 dataset: a structure of composition C14H16AuF5N5Se in a non-equilibrium geometry (ωB97M-V/def2-TZVPD).

Last column: Mulliken charge in e.
Geometry (Å):
Au1 -0.02 -0.55 0.27  0.60
C1 2.63 -0.52 -1.45  -1.12
N1 2.28 -0.23 -0.07  0.63
C2 3.03 -1.12 0.80  -1.12
C3 2.57 1.16 0.30  -0.90
C4 1.69 2.18 -0.41  -0.96
N2 0.28 2.02 -0.09  0.83
C5 -0.56 2.59 -1.13  -1.37
C6 -0.06 2.63 1.18  -1.32
H1 3.71 -0.43 -1.61  0.34
H2 2.10 0.13 -2.13  0.27
H3 2.32 -1.54 -1.67  0.36
H4 4.12 -0.98 0.68  0.33
H5 2.78 -2.15 0.55  0.32
H6 2.76 -0.95 1.84  0.28
H7 3.63 1.39 0.09  0.37
H8 2.41 1.24 1.37  0.37
H9 1.81 2.08 -1.49  0.45
H10 2.05 3.19 -0.14  0.32
H11 -0.38 3.67 -1.26  0.37
H12 -1.60 2.44 -0.86  0.36
H13 -0.37 2.09 -2.08  0.36
H14 0.03 3.73 1.13  0.35
H15 0.59 2.26 1.96  0.35
H16 -1.08 2.37 1.43  0.28
F1 -2.53 -1.10 2.36  -0.26
C7 -3.00 -0.73 1.17  0.43
C8 -2.13 -0.48 0.12  -0.98
C9 -2.73 -0.15 -1.09  1.06
F2 -1.96 0.08 -2.17  -0.34
C10 -4.10 -0.02 -1.25  0.15
F3 -4.65 0.33 -2.44  -0.32
C11 -4.94 -0.23 -0.16  0.70
F4 -6.27 -0.07 -0.28  -0.32
C12 -4.39 -0.60 1.05  -0.02
F5 -5.19 -0.80 2.11  -0.31
Se1 0.35 -0.37 2.88  -0.59
N3 0.37 -2.45 -0.75  -0.75
C13 0.48 -3.52 -0.27  0.58
N4 0.49 -4.70 0.12  -0.66
C14 1.37 -5.54 0.53  0.49
N5 2.09 -6.37 0.88  -0.60

- Net charge: -1
- LUMO energy (spin up / spin down): 1.30 / 1.31 eV
- HOMO level (spin up / spin down): -4.3 / -4.4 eV
- Orbital gap (spin up / spin down): 0.207 / 0.209 Eh

---

Entry from the OMol25 dataset: a structure of composition C7H10ClLuN in a non-equilibrium geometry (ωB97M-V/def2-TZVPD).

Last column: Mulliken charge in e.
Geometry (Å):
C1 0.49 -1.18 -1.23  -0.63
C2 0.26 0.16 -1.64  -0.51
C3 -1.12 0.48 -1.38  -0.43
C4 -1.75 -0.71 -0.88  -0.52
C5 -0.75 -1.72 -0.77  -0.54
Lu1 -0.13 0.16 0.85  0.93
N1 -0.61 -3.18 1.73  -0.57
C6 1.56 1.34 1.38  -0.82
C7 1.04 2.19 0.43  -0.59
H1 -1.62 1.40 -1.66  0.36
H2 0.98 0.81 -2.12  0.52
H3 -2.82 -0.84 -0.69  0.37
H4 -0.93 -2.75 -0.48  0.49
H5 1.42 -1.75 -1.36  0.40
H6 1.43 2.33 -0.59  0.22
H7 1.40 1.44 2.47  0.37
H8 0.31 -3.18 2.25  -0.01
H9 0.39 3.04 0.68  0.25
H10 2.37 0.61 1.13  0.32
Cl1 -1.94 1.35 1.90  -0.60

- Net charge: -1
- LUMO energy (spin up / spin down): 3.38 / 3.46 eV
- HOMO level (spin up / spin down): -3.4 / -2.3 eV
- Orbital gap (spin up / spin down): 0.248 / 0.212 Eh
- Energy above the lowest of the compared OMol25 structures with the same formula, charge and spin: 419.6 kJ/mol

---

Entry from the OMol25 dataset: a cluster of 11 separate species, C28H67F6N9O10P in total in a non-equilibrium geometry (ωB97M-V/def2-TZVPD).

Last column: Mulliken charge in e.
Geometry (Å):
P1 -14.13 -27.46 -8.24  1.74
F1 -14.97 -28.77 -8.76  -0.13
F2 -13.78 -27.01 -9.73  -0.34
F3 -15.49 -26.58 -8.22  -0.36
F4 -13.28 -26.25 -7.57  -0.31
F5 -14.51 -27.95 -6.73  -0.43
F6 -12.79 -28.36 -8.22  -0.32
C1 -10.55 -26.26 -10.01  0.15
O1 -10.24 -25.60 -11.23  -0.56
H1 -11.15 -27.15 -10.16  -0.25
H2 -9.62 -26.64 -9.58  0.37
H3 -10.99 -25.61 -9.25  0.03
H4 -9.69 -24.85 -11.00  0.31
C2 -11.02 -30.96 -8.44  0.24
O2 -10.82 -31.73 -7.52  -0.64
N1 -11.23 -31.31 -9.72  0.16
C3 -11.38 -30.36 -10.81  -0.36
C4 -11.18 -32.68 -10.20  -1.01
H5 -11.06 -29.87 -8.34  0.30
H6 -11.66 -29.36 -10.44  -0.40
H7 -12.29 -30.58 -11.37  0.29
H8 -10.53 -30.21 -11.47  0.40
H9 -10.27 -32.83 -10.78  0.34
H10 -11.15 -33.35 -9.34  0.30
H11 -12.06 -32.99 -10.76  0.28
C5 -16.95 -23.62 -9.39  0.47
O3 -16.21 -23.14 -10.24  -0.70
N2 -18.17 -23.15 -9.09  0.11
C6 -18.93 -23.74 -7.98  0.00
C7 -18.69 -21.93 -9.69  -1.05
H12 -16.67 -24.54 -8.86  0.16
H13 -18.94 -23.12 -7.09  0.28
H14 -18.50 -24.69 -7.70  -0.79
H15 -19.93 -23.87 -8.40  0.42
H16 -18.96 -21.29 -8.85  0.31
H17 -18.05 -21.40 -10.38  0.34
H18 -19.61 -22.18 -10.22  0.33
C8 -17.67 -29.49 -7.45  0.51
O4 -17.43 -30.40 -6.70  -0.49
N3 -18.75 -28.67 -7.33  0.18
C9 -18.84 -27.47 -8.14  -0.37
C10 -19.78 -28.81 -6.32  -0.95
H19 -17.01 -29.21 -8.28  -0.04
H20 -18.00 -27.39 -8.83  -0.18
H21 -18.85 -26.60 -7.48  0.00
H22 -19.74 -27.43 -8.77  0.41
H23 -20.77 -28.95 -6.77  0.33
H24 -19.54 -29.72 -5.77  0.32
H25 -19.77 -27.92 -5.68  0.21
C11 -16.52 -33.40 -8.76  -0.09
O5 -16.51 -33.04 -7.61  -0.41
N4 -15.86 -32.74 -9.75  0.40
C12 -15.95 -33.19 -11.12  -0.83
C13 -14.96 -31.64 -9.54  0.92
H26 -17.12 -34.26 -9.09  0.26
H27 -15.04 -33.67 -11.49  0.27
H28 -16.04 -32.33 -11.79  0.23
H29 -16.78 -33.87 -11.32  0.31
H30 -15.10 -31.28 -8.52  -0.76
H31 -13.91 -31.92 -9.69  -0.11
H32 -15.16 -30.85 -10.26  -0.34
C14 -17.89 -24.62 -4.18  -0.18
O6 -18.80 -25.07 -4.85  -0.52
N5 -16.60 -24.58 -4.55  0.67
C15 -15.61 -23.89 -3.75  -1.00
C16 -16.18 -25.09 -5.85  -0.06
H33 -17.98 -24.14 -3.19  0.31
H34 -15.94 -23.85 -2.71  0.40
H35 -15.49 -22.85 -4.08  0.34
H36 -14.67 -24.43 -3.76  0.25
H37 -16.96 -25.33 -6.56  -0.79
H38 -15.48 -24.36 -6.28  0.62
H39 -15.48 -25.92 -5.74  -0.07
C17 -15.00 -28.90 -12.10  -0.14
O7 -14.54 -29.84 -12.73  -0.72
N6 -15.93 -28.05 -12.57  0.13
C18 -16.46 -26.97 -11.77  -0.57
C19 -16.57 -28.23 -13.86  -1.10
H40 -14.68 -28.47 -11.14  0.56
H41 -16.19 -27.06 -10.72  -0.25
H42 -17.55 -26.86 -11.76  0.42
H43 -15.97 -26.03 -12.04  0.35
H44 -17.57 -28.63 -13.71  0.33
H45 -16.70 -27.26 -14.35  0.37
H46 -16.01 -28.86 -14.54  0.31
C20 -17.34 -30.20 -3.06  -0.13
O8 -16.95 -30.99 -3.89  -0.37
N7 -17.15 -28.88 -3.18  0.48
C21 -17.47 -27.92 -2.15  -0.87
C22 -16.45 -28.28 -4.31  -0.01
H47 -17.92 -30.48 -2.15  0.20
H48 -16.62 -27.34 -1.78  0.29
H49 -18.14 -28.28 -1.36  0.34
H50 -18.10 -27.14 -2.62  0.22
H51 -15.50 -27.89 -3.92  0.53
H52 -16.14 -28.97 -5.09  -0.67
H53 -17.06 -27.47 -4.71  -0.05
C23 -13.85 -30.74 -5.95  0.52
O9 -14.83 -31.44 -5.85  -0.63
N8 -13.07 -30.40 -4.88  0.28
C24 -11.88 -29.60 -5.04  -0.75
C25 -13.41 -30.76 -3.52  -1.02
H54 -13.39 -30.38 -6.88  0.06
H55 -12.04 -28.63 -4.57  0.42
H56 -11.66 -29.29 -6.07  -0.08
H57 -11.01 -30.17 -4.70  0.30
H58 -13.80 -29.89 -2.98  0.20
H59 -14.17 -31.53 -3.53  0.29
H60 -12.51 -31.12 -3.01  0.40
C26 -11.67 -22.66 -4.23  0.31
O10 -11.19 -21.81 -3.51  -0.64
N9 -10.95 -23.59 -4.89  0.18
C27 -11.57 -24.68 -5.61  -0.47
C28 -9.51 -23.59 -4.92  -0.96
H61 -12.74 -22.80 -4.45  0.18
H62 -12.65 -24.76 -5.46  -0.31
H63 -11.13 -25.65 -5.41  0.30
H64 -11.47 -24.48 -6.68  0.41
H65 -9.07 -24.51 -4.53  0.32
H66 -9.19 -23.59 -5.97  0.32
H67 -9.07 -22.72 -4.45  0.33

- Net charge: -1
- LUMO energy: 2.12 eV
- HOMO level: -5.9 eV
- Orbital gap: 0.293 Eh

---

Entry from the OMol25 dataset: a structure of composition C35H40GeMnN4O8P2S in a non-equilibrium geometry (ωB97M-V/def2-TZVPD).

Last column: Löwdin spin population.
Geometry (Å):
Mn1 -0.05 -0.14 -0.13  1.22
C1 2.75 -2.19 1.81  0.00
C2 2.76 -0.73 2.21  0.00
O1 3.71 -0.54 3.26  0.00
P1 1.14 -0.18 2.86  0.00
O2 0.83 -0.99 4.18  0.00
O3 1.40 1.29 3.34  0.00
O4 -0.02 -0.34 1.91  0.00
P2 3.09 0.46 0.85  0.00
O5 4.34 -0.18 0.10  0.00
O6 3.42 1.74 1.56  0.00
O7 1.90 0.49 -0.09  0.00
H1 2.50 -2.81 2.67  0.00
H2 3.75 -2.46 1.47  0.00
H3 2.03 -2.36 1.01  0.00
H4 4.03 0.37 3.20  0.00
H5 -0.03 -1.42 4.13  0.00
H6 2.11 1.73 2.80  0.00
H7 4.41 0.09 -0.82  0.00
S1 -0.34 0.19 -2.30  -0.07
C3 -0.08 1.91 -2.27  -0.02
N1 0.17 2.53 -3.37  0.01
N2 0.60 3.80 -3.34  0.01
C4 1.58 4.35 -2.48  0.00
C5 2.44 3.58 -1.71  0.00
C6 3.41 4.19 -0.93  0.00
C7 3.55 5.58 -0.94  0.00
C8 2.71 6.34 -1.73  0.00
C9 1.72 5.74 -2.50  0.00
N3 -0.21 2.63 -1.08  0.01
N4 -0.37 1.96 -0.05  -0.02
C10 -0.56 2.77 1.13  0.00
C11 0.03 4.02 1.22  0.00
C12 -0.20 4.78 2.36  0.00
C13 -1.01 4.30 3.38  0.00
C14 -1.59 3.05 3.27  0.00
C15 -1.35 2.27 2.15  0.00
H8 0.59 4.20 -4.26  0.00
H9 2.35 2.50 -1.67  0.00
H10 4.04 3.58 -0.31  0.00
H11 4.31 6.05 -0.32  0.00
H12 2.81 7.42 -1.75  0.00
H13 1.06 6.34 -3.10  0.00
H14 0.66 4.39 0.43  0.00
H15 0.27 5.75 2.45  0.00
H16 -1.18 4.91 4.26  0.00
H17 -2.21 2.67 4.07  0.00
H18 -1.76 1.28 2.08  0.00
C16 -3.47 1.41 -0.55  -0.01
Ge1 -2.65 -0.38 -0.53  -0.10
C17 -3.50 -1.27 -2.07  -0.01
C18 -2.88 -1.86 -3.17  0.00
C19 -3.62 -2.50 -4.15  0.00
C20 -5.00 -2.56 -4.06  0.00
C21 -5.64 -1.97 -2.97  0.00
C22 -4.90 -1.34 -1.99  0.00
C23 -3.28 -1.29 1.12  -0.03
C24 -3.61 -0.45 2.16  -0.01
C25 -3.99 -0.93 3.43  0.00
C26 -4.03 -2.27 3.66  -0.01
C27 -3.75 -3.19 2.61  0.00
C28 -3.85 -4.58 2.83  0.00
C29 -3.63 -5.47 1.82  0.00
C30 -3.29 -5.00 0.54  0.00
C31 -3.16 -3.66 0.31  0.00
C32 -3.38 -2.70 1.33  0.00
H19 -4.55 1.30 -0.51  0.00
H20 -3.21 1.91 -1.49  0.00
H21 -3.16 2.05 0.28  0.00
H22 -1.80 -1.82 -3.27  0.00
H23 -3.11 -2.95 -5.00  0.00
H24 -5.58 -3.05 -4.83  0.00
H25 -6.72 -2.02 -2.89  0.00
H26 -5.42 -0.92 -1.14  0.00
H27 -3.61 0.62 2.01  0.00
H28 -4.24 -0.23 4.22  0.00
H29 -4.31 -2.66 4.63  0.00
H30 -4.12 -4.93 3.82  0.00
H31 -3.71 -6.54 2.00  0.00
H32 -3.12 -5.70 -0.27  0.00
H33 -2.91 -3.32 -0.69  0.00
C33 -0.15 -4.19 -0.13  0.00
C34 -0.10 -2.99 -1.06  0.00
C35 0.86 -3.23 -2.22  0.00
O8 0.31 -1.87 -0.31  0.03
H34 -0.62 -5.05 -0.62  0.00
H35 -0.72 -3.96 0.77  0.00
H36 0.87 -4.48 0.17  0.00
H37 -1.10 -2.83 -1.47  0.00
H38 1.87 -3.39 -1.82  0.00
H39 0.89 -2.37 -2.89  0.00
H40 0.57 -4.11 -2.79  0.00

- Spin multiplicity: 2
- LUMO energy (spin up / spin down): -1.65 / -1.17 eV
- HOMO level (spin up / spin down): -7.8 / -7.6 eV
- Orbital gap (spin up / spin down): 0.225 / 0.235 Eh

---

Entry from the OMol25 dataset: a structure of composition C18H24NO3SSe2W (ωB97M-V/def2-TZVPD).

Last column: Mulliken charge in e.
Geometry (Å):
W1 -0.65 -0.24 1.09  0.86
O1 -1.26 -0.76 -0.95  0.01
C1 -2.39 -1.61 -1.35  -1.32
C2 -3.58 -1.22 -0.49  1.39
C3 -4.86 -1.73 -1.20  -1.22
O2 -5.91 -1.46 -0.30  -0.52
C4 -3.57 -1.88 0.89  -1.12
Se1 -1.80 -2.17 1.80  0.04
C5 -3.70 0.31 -0.44  -1.15
Se2 -2.58 1.20 0.91  0.03
H1 -0.54 -0.82 -1.60  0.21
H2 -2.10 -2.65 -1.21  0.47
H3 -2.58 -1.40 -2.40  0.57
H4 -4.76 -2.80 -1.41  0.47
H5 -4.99 -1.20 -2.15  0.45
H6 -6.75 -1.76 -0.65  0.38
H7 -3.95 -2.90 0.84  0.63
H8 -4.15 -1.33 1.63  0.50
H9 -4.70 0.59 -0.12  0.65
H10 -3.50 0.77 -1.41  0.46
C6 -0.30 0.95 4.02  -0.63
O3 -0.23 0.54 2.64  -0.24
H11 0.71 1.20 4.35  0.27
H12 -0.69 0.11 4.59  0.32
H13 -0.95 1.81 4.09  0.32
N1 1.12 -1.04 0.58  -0.27
S1 2.23 -0.72 -0.65  0.18
C7 1.42 0.78 -1.18  -0.04
C8 1.29 0.97 -2.54  -0.28
C9 0.62 2.11 -3.00  -0.66
C10 0.08 3.02 -2.10  -0.68
C11 0.22 2.81 -0.73  -0.73
C12 0.89 1.68 -0.25  -0.01
C13 3.77 -0.34 0.07  0.99
C14 3.96 0.60 1.09  0.04
C15 5.24 0.82 1.54  -0.82
C16 6.31 0.11 0.98  -0.45
C17 6.11 -0.82 -0.03  -0.78
C18 4.82 -1.06 -0.49  -0.40
H14 1.39 -1.91 1.05  0.28
H15 1.72 0.27 -3.25  0.52
H16 0.52 2.28 -4.06  0.48
H17 -0.42 3.90 -2.46  0.50
H18 -0.15 3.55 -0.03  0.58
H19 1.16 1.63 0.80  0.74
H20 3.13 1.14 1.53  0.21
H21 5.43 1.54 2.32  0.44
H22 7.32 0.30 1.34  0.44
H23 6.94 -1.37 -0.45  0.43
H24 4.65 -1.79 -1.27  0.44

- Net charge: +3
- LUMO energy: -11.96 eV
- HOMO level: -18.0 eV
- Orbital gap: 0.221 Eh
- Energy above the lowest of the compared OMol25 structures with the same formula, charge and spin: 0.0 kJ/mol